The following is a quantum chemistry calculation of a 3-piece molecular cluster, C13H29BCl2O2 overall, from the OMol25 dataset.

The geometry in XYZ format:
```
47
Properties=species:S:1:pos:R:3:lowdin_charge:R:1
C 1.7496 -1.8984 2.6277 -0.09
C 0.5155 -2.5181 3.3476 -0.21
B -0.6208 -2.6411 2.2926 -0.19
C -1.6206 -1.4433 2.0784 -0.66
Cl -1.2255 -0.3666 0.7859 0.71
C -2.7096 -1.2853 2.8330 -0.77
C -3.0872 -2.2554 3.9172 -0.10
Cl -3.8280 0.0145 2.5891 0.66
H 2.2550 -1.1822 3.2761 0.08
H 2.4692 -2.6689 2.3554 0.08
H 1.4835 -1.3623 1.7165 0.04
H 0.2076 -1.8605 4.1661 0.10
H 0.7904 -3.4886 3.7655 0.09
H -0.7329 -3.6114 1.6048 0.09
H -2.2000 -2.7142 4.3595 0.08
H -3.6347 -1.7477 4.7106 0.07
H -3.7364 -3.0406 3.5200 0.09
C -3.3272 0.4408 -4.4985 -0.08
C -2.2536 -0.4325 -5.1253 -0.28
O -0.9375 -0.1274 -4.7022 -0.16
C -0.6892 -0.2583 -3.3141 -0.28
C -0.9107 -1.6562 -2.7648 -0.08
H -3.1175 1.4954 -4.6815 0.08
H -4.2980 0.2003 -4.9334 0.08
H -3.4036 0.2902 -3.4209 0.07
H -2.2374 -0.2793 -6.2044 0.12
H -2.4788 -1.4919 -4.9563 0.11
H -1.2823 0.4693 -2.7462 0.10
H 0.3571 0.0239 -3.1935 0.11
H -1.9540 -1.9673 -2.8359 0.07
H -0.6338 -1.6811 -1.7117 0.04
H -0.3016 -2.3829 -3.3045 0.08
C 3.5915 3.9698 1.7227 -0.08
C 4.0391 2.8562 0.7913 -0.28
O 3.2757 1.6689 0.8987 -0.16
C 1.8952 1.7899 0.6034 -0.29
C 1.5962 2.2580 -0.8105 -0.07
H 3.5910 3.6257 2.7577 0.08
H 4.2740 4.8163 1.6395 0.08
H 2.5903 4.3296 1.4828 0.07
H 5.0558 2.5531 1.0417 0.12
H 4.0584 3.2117 -0.2454 0.11
H 1.3972 2.4378 1.3343 0.11
H 1.4934 0.7895 0.7462 0.07
H 1.9473 3.2742 -0.9938 0.07
H 0.5186 2.2479 -0.9818 0.07
H 2.0688 1.5983 -1.5397 0.08
```

As for the HOMO energy: -9.1 eV. The value obtained for the LUMO energy is 0.155 eV. As for the SMILES: CCB/C(Cl)=C(\C)Cl.CCOCC.CCOCC.